1.
Density functional theory data (the ωB97M-V functional and the def2-TZVPD basis) for a molecular structure, C6H27B3NO2Sn in a non-equilibrium geometry.

XYZ file:
```
40
Properties=species:S:1:pos:R:3
H -1.090 -21.641 -5.074
H -4.550 -18.475 -3.156
H -3.391 -20.389 -6.170
H 2.648 -21.430 -2.503
H 1.042 -21.768 -2.997
H -0.555 -14.244 -4.319
H 0.611 -15.439 -6.392
H 0.639 -17.225 -6.436
H 0.094 -21.993 -6.244
H -0.883 -16.323 -6.815
H -2.843 -20.099 -2.378
Sn -0.591 -19.000 -3.715
H -3.175 -16.302 -2.108
C -1.825 -15.347 -2.997
H 1.430 -20.197 -2.245
H -1.778 -15.008 -5.184
N -2.645 -16.500 -2.945
B -2.510 -21.041 -1.971
C -4.043 -19.808 -5.518
C -4.291 -17.923 -4.060
H -4.921 -19.437 -6.046
B -0.814 -21.430 -6.096
H -2.633 -21.801 -2.727
H -0.612 -20.372 -6.163
H -4.641 -16.024 -3.345
H 1.908 -20.671 -3.945
H -1.089 -15.367 -2.194
H -4.310 -20.481 -4.703
H -1.547 -21.826 -6.781
C -1.083 -15.196 -4.366
H -5.185 -17.834 -4.676
H -2.393 -14.435 -2.814
B 1.764 -20.970 -2.919
C -3.786 -16.495 -3.829
H -3.633 -16.172 -4.859
C 0.031 -16.346 -6.222
H -1.523 -20.924 -1.551
O -0.346 -16.341 -4.813
O -3.389 -18.681 -4.958
H -3.161 -21.260 -1.140
```

- multiplicity = 2
- E (eV) = -20089.78364
- lowest unoccupied orbital energy (alpha / beta) (eV) = -1.84 / -5.06
- molar mass (u) = 296.434



2.
Density functional theory data (the ωB97M-V functional and the def2-TZVPD basis) for 6 unconnected molecules or ions with the total composition C6H27N2O5 in a non-equilibrium geometry.

XYZ file:
```
40
Properties=species:S:1:pos:R:3
O 2.594 -1.680 1.658
N -2.913 1.301 -1.040
H 0.013 2.289 3.550
H -1.715 2.126 0.512
O 2.491 0.519 3.134
H 3.260 0.600 -2.656
H 3.183 -1.396 0.947
H 0.715 -0.789 -3.332
H -0.336 -2.489 1.351
N -0.801 -1.785 -1.547
C 1.064 0.138 -2.855
H 1.653 0.955 2.912
H -0.320 -1.711 -0.632
H -1.990 3.310 -0.743
O -1.063 -0.865 3.173
H -1.596 -0.306 -2.815
C -1.140 -0.298 -1.825
C 0.046 0.657 -1.802
H -2.846 -0.735 -0.569
H 0.477 0.839 -0.823
H 1.033 0.886 -3.710
H 2.287 -0.146 -1.199
H -0.141 -0.636 2.992
O 0.028 1.541 2.944
H 3.104 -0.927 -2.602
H -0.039 1.735 -2.001
H -0.259 -2.191 -2.308
H -0.844 1.123 2.959
C -2.158 0.090 -0.689
H 2.961 -1.252 2.444
C -2.457 2.449 -0.245
C 2.468 -0.057 -2.269
H -1.055 -1.228 4.067
H 1.192 -2.503 1.138
H -3.908 1.290 -0.929
H 3.264 1.090 3.157
O 0.343 -2.804 0.737
H -1.680 -2.301 -1.571
H -3.324 2.896 0.277
H -1.589 0.265 0.210
```

- E (eV) = -19870.76494
- charge = +1
- lowest unoccupied orbital energy (eV) = -2.61
- molar mass (u) = 207.291
- ΔE to the lowest compared entry with this formula, charge and spin (kcal per mole) = 64.2



3.
Density functional theory data (the ωB97M-V functional and the def2-TZVPD basis) for 7 unconnected molecules or ions with the total composition C6H27N2O6 in a non-equilibrium geometry.

XYZ file:
```
41
Properties=species:S:1:pos:R:3
N 2.516 -1.709 -0.077
H -0.379 -1.870 -2.606
H 3.009 -3.584 0.675
H -1.845 -2.950 -0.894
H -3.281 -3.317 -0.475
O -0.232 1.530 -2.063
C 1.231 0.122 0.821
H 2.604 -0.944 -1.899
H -1.040 2.077 0.056
H -4.020 0.838 1.698
C -0.388 1.551 1.928
H -1.505 -0.790 -4.156
H 3.923 -2.013 1.328
H 1.580 -2.130 -0.258
H 3.411 0.159 0.671
O -1.924 -0.884 -3.222
H -0.374 3.222 3.251
H -2.291 1.256 0.918
O 0.223 -1.846 -1.824
H 0.311 -0.389 0.466
H 0.991 -2.127 -2.285
H -1.996 2.596 2.955
H 1.310 2.442 0.958
C 1.143 1.493 1.498
C 2.983 -2.549 1.150
C -0.994 2.907 2.499
H -0.949 0.483 0.028
H -2.627 -1.377 -3.385
H 1.808 1.692 2.554
H -0.828 0.796 -2.463
H -1.091 3.551 1.628
C 2.446 -0.393 0.494
O -3.789 1.770 1.424
O 3.108 -0.397 -2.449
H 2.399 -2.689 1.999
H -0.564 0.719 2.738
H -4.168 1.599 0.547
H 3.056 0.361 -1.921
N -1.218 1.296 0.605
H -0.048 2.292 -2.699
O -2.500 -2.792 -0.211
```

- E (eV) = -21915.77420
- charge = +1
- lowest unoccupied orbital energy (eV) = -3.00
- molar mass (u) = 223.290
- ΔE to the lowest compared entry with this formula, charge and spin (kcal per mole) = 126.4



4.
Density functional theory data (the ωB97M-V functional and the def2-TZVPD basis) for a molecular structure, C6H28AgBN12O6 in a non-equilibrium geometry.

XYZ file:
```
54
Properties=species:S:1:pos:R:3
H 19.186 9.812 -27.066
N 19.159 3.727 -32.083
H 16.425 11.562 -34.720
C 25.407 11.343 -28.411
O 21.303 14.277 -30.948
H 25.681 11.688 -35.804
C 21.467 15.506 -30.884
H 24.388 12.159 -37.130
B 19.214 10.471 -27.921
C 19.466 4.548 -33.034
N 22.617 16.101 -30.976
H 20.242 10.690 -28.166
H 25.862 10.709 -26.522
N 19.282 3.902 -34.132
H 25.448 10.304 -34.609
O 22.594 6.571 -28.826
H 18.961 2.961 -33.956
H 18.644 11.380 -27.812
N 20.522 16.387 -30.763
H 22.125 4.139 -27.017
H 19.386 4.169 -35.101
N 23.629 11.783 -36.581
N 25.210 10.895 -35.393
C 22.816 5.582 -28.219
H 24.757 5.801 -28.144
Ag 21.083 10.014 -31.035
C 23.885 11.083 -35.519
H 22.608 17.078 -30.722
H 14.832 10.173 -31.923
N 24.009 5.213 -27.808
N 21.905 4.869 -27.680
H 19.601 16.085 -30.480
H 22.709 12.011 -36.930
H 16.335 10.232 -31.089
H 20.790 17.360 -30.725
H 24.200 4.403 -27.236
N 15.793 11.259 -33.993
H 26.095 13.186 -28.750
O 17.663 10.635 -32.943
H 18.833 3.840 -31.134
H 18.767 9.900 -28.721
H 19.073 2.832 -32.542
O 19.872 5.700 -32.985
O 24.840 11.089 -29.506
N 25.358 10.528 -27.378
H 20.973 5.248 -27.769
N 15.795 10.475 -31.907
N 26.129 12.362 -28.166
H 23.491 15.673 -31.245
H 14.805 11.294 -34.198
O 23.075 10.561 -34.833
C 16.468 10.744 -32.977
H 26.697 12.295 -27.334
H 24.788 9.697 -27.438
```

- multiplicity = 2
- E (eV) = -41506.84588
- charge = +1
- lowest unoccupied orbital energy (alpha / beta) (eV) = -4.37 / -7.40
- molar mass (u) = 483.048
- ΔE to the lowest compared entry with this formula, charge and spin (kcal per mole) = 209.5



5.
Density functional theory data (the ωB97M-V functional and the def2-TZVPD basis) for a molecular structure, C6H28FeO17 in a non-equilibrium geometry.

XYZ file:
```
52
Properties=species:S:1:pos:R:3
O 1.991 -3.243 -1.040
H 1.883 -2.527 -0.414
O 0.682 2.715 -1.546
H 3.799 -0.317 0.329
C -0.906 0.872 -1.335
H 0.082 5.134 0.683
H -3.876 -1.102 0.598
H -2.424 -2.748 -1.568
H 4.384 -0.132 2.592
O 3.572 -0.503 2.248
C -1.248 -0.230 -0.558
O -1.006 -0.278 3.981
O -4.664 -1.403 1.051
H -2.762 1.885 -0.985
H 2.487 -1.868 3.046
H -0.497 2.948 -3.189
H -3.197 3.198 -1.600
H -3.034 -0.520 -2.947
C 0.192 1.747 -0.900
Fe 2.246 3.715 -0.428
H -3.256 -1.587 -3.998
O 1.845 2.125 0.782
H -0.611 -0.776 3.266
O 4.291 -0.184 -0.481
H 1.240 5.186 1.656
H 4.292 -1.042 -0.905
O -0.402 -1.785 1.255
O -2.625 -3.603 1.500
H -1.391 0.489 3.557
H 4.027 1.546 -0.764
H -4.543 -2.348 1.142
H 4.830 2.741 -1.232
O -0.739 3.361 -4.018
C 0.576 0.134 1.202
O -3.610 -0.759 -3.673
H -1.547 1.102 -2.174
C -0.396 -0.636 0.698
H 1.288 -0.250 1.917
H -1.768 -3.201 1.358
O 2.160 -2.763 2.950
O -2.325 -0.851 -1.000
O -2.664 -3.674 -1.540
H -2.547 -4.042 2.347
H 2.892 0.113 2.522
C 0.946 1.363 0.477
H -0.412 2.761 -4.689
O 1.014 4.932 0.762
H 1.602 -2.732 2.172
H -2.366 -3.974 -0.681
O -3.413 2.582 -0.901
H 1.971 -4.036 -0.503
O 3.938 2.463 -1.021
```

- multiplicity = 6
- E (eV) = -75860.78275
- charge = +1
- lowest unoccupied orbital energy (alpha / beta) (eV) = -5.87 / -7.84
- molar mass (u) = 428.118



6.
Density functional theory data (the ωB97M-V functional and the def2-TZVPD basis) for a molecular structure, C6H28N12O8Pd in a non-equilibrium geometry.

XYZ file:
```
55
Properties=species:S:1:pos:R:3
H -3.580 1.618 -0.260
N 2.402 1.571 -3.477
C 3.025 0.574 -3.009
Pd 0.742 -1.710 -2.076
H 0.193 3.195 -0.463
H 0.039 3.550 1.166
H 2.969 2.358 -3.757
H 0.519 -2.582 1.908
O -1.008 3.713 -1.805
N -2.901 1.203 0.361
H -1.945 -2.341 0.243
H 3.232 -0.721 2.091
C -0.996 -3.926 -0.569
C 0.396 -2.508 3.843
H 0.440 2.125 0.695
C -3.286 0.944 1.562
H -1.360 0.547 1.889
N 0.633 -3.132 2.748
H -0.728 -5.504 0.775
H -0.007 -1.049 2.617
H 0.160 -5.463 -0.702
O 1.082 -1.194 -0.004
H 2.343 0.219 3.109
H 3.313 0.923 2.075
H -2.120 1.402 -3.652
H 1.404 1.414 -3.488
N -0.506 -5.021 -0.084
O -0.522 -0.273 -0.925
H -1.948 1.024 0.078
H -2.764 4.549 -3.213
H -1.677 -3.668 1.345
H 4.590 1.708 -3.281
N -2.279 0.599 2.305
H 4.964 0.303 -2.322
N -0.134 -1.335 3.577
N -1.605 -3.276 0.417
O -0.683 -3.447 -1.684
H -3.105 3.068 -4.077
N 2.694 0.130 2.167
H 1.595 3.236 0.400
H -0.790 -0.915 4.219
N -2.535 3.589 -3.426
N -1.594 1.750 -2.864
C -1.679 3.021 -2.587
O -4.467 1.134 1.899
O 2.418 -0.368 -2.492
H -1.017 1.175 -2.267
H -2.562 0.607 3.275
O 0.475 -2.975 4.943
N 0.596 3.094 0.457
N 4.328 0.797 -2.930
H 0.805 -4.128 2.752
O 0.153 0.468 1.050
C 0.262 -0.277 0.039
H 2.028 0.206 1.411
```

- multiplicity = 4
- E (eV) = -44411.08353
- charge = +1
- lowest unoccupied orbital energy (alpha / beta) (eV) = -3.70 / -3.93
- molar mass (u) = 502.786



7.
Density functional theory data (the ωB97M-V functional and the def2-TZVPD basis) for 8 unconnected molecules or ions with the total composition C6H28NO8 in a non-equilibrium geometry.

XYZ file:
```
43
Properties=species:S:1:pos:R:3
H 3.399 0.822 -1.575
O -2.904 1.885 2.615
H 2.534 -1.411 -0.947
C -1.637 -1.668 -2.996
O -0.382 0.666 3.139
H 1.314 -1.950 -1.486
H 1.531 2.298 1.018
H -0.517 -0.028 0.475
O 3.052 -1.635 0.735
O -0.103 3.913 -0.411
O -0.508 -2.121 3.148
H -0.797 -2.236 4.064
C -2.532 -1.853 -0.644
H -3.397 -1.663 -1.248
H 2.839 -2.151 1.522
H -1.348 -0.878 -3.644
H 0.966 0.721 -1.344
H -2.647 -2.069 -3.128
H -0.414 -1.487 -1.074
H -0.015 1.296 3.793
H 4.354 0.252 -0.466
H -0.066 -1.270 3.107
H -1.197 1.585 0.320
H -2.730 2.660 2.092
O 1.530 0.244 1.412
H -0.950 -2.504 -3.208
H 0.407 4.557 -0.919
H -2.551 0.595 -1.175
C -1.529 0.307 -1.401
H 2.350 -0.852 0.856
H -2.421 -1.526 0.394
C -0.689 0.794 -0.190
H 2.646 1.222 0.077
H 0.461 0.587 2.553
N 0.636 1.310 -0.587
O 4.288 0.794 -1.251
H -1.122 0.770 -2.294
H -2.304 -2.923 -0.575
H -2.005 1.497 2.792
C 1.658 1.317 0.536
C -1.370 -1.239 -1.518
H 0.036 3.010 -0.790
O 2.135 -1.641 -1.779
```

- E (eV) = -24547.84512
- charge = -1
- lowest unoccupied orbital energy (eV) = 3.19
- molar mass (u) = 242.289
- ΔE to the lowest compared entry with this formula, charge and spin (kcal per mole) = 44.8



8.
Density functional theory data (the ωB97M-V functional and the def2-TZVPD basis) for 10 unconnected molecules or ions with the total composition C6H28O9 in a non-equilibrium geometry.

XYZ file:
```
43
Properties=species:S:1:pos:R:3
H -1.608 0.097 -4.068
H -2.133 -0.036 0.731
H 0.903 1.606 1.586
H -0.258 1.233 3.282
O 2.897 -0.233 2.579
H 3.125 2.907 -0.229
O -2.598 -0.344 3.206
O -2.958 -0.526 0.642
H -2.409 -0.777 -2.905
H -0.604 2.896 -1.615
O 0.503 -2.607 3.029
H -3.166 -0.550 2.414
H 2.264 0.009 -1.560
H -0.409 -0.028 2.137
H -3.455 0.001 -0.003
H 2.276 -1.176 -0.630
H -1.799 2.974 -3.071
H -3.020 0.910 -3.471
C -1.250 2.376 -2.344
H 2.880 2.818 -1.808
H 2.292 0.479 2.890
H 0.925 -1.730 3.036
C -0.462 0.315 -1.278
O 2.748 -0.800 -1.374
C -0.706 -0.904 -0.743
C -1.366 1.022 -2.194
H -2.288 -1.208 3.506
H 0.711 2.340 0.319
H 3.729 0.210 2.382
O 0.092 0.643 2.613
O 2.836 3.363 -1.022
H 1.312 -3.142 3.035
H -0.150 -2.224 0.975
H 0.605 -2.551 -0.418
H 0.421 0.865 -1.057
C -2.200 0.255 -3.151
H -0.664 -2.697 -4.132
O 1.403 2.229 0.981
C 0.236 -1.661 0.129
H -1.619 -1.478 -0.998
O -0.345 -2.493 -3.243
H 0.964 -1.042 0.681
H -1.143 -2.664 -2.723
```

- multiplicity = 2
- E (eV) = -25093.35394
- charge = +1
- lowest unoccupied orbital energy (alpha / beta) (eV) = -4.80 / -8.07
- molar mass (u) = 244.281
- ΔE to the lowest compared entry with this formula, charge and spin (kcal per mole) = 23.0



9.
Density functional theory data (the ωB97M-V functional and the def2-TZVPD basis) for 10 unconnected molecules or ions with the total composition C6H29ClN2O15S in a non-equilibrium geometry.

XYZ file:
```
54
Properties=species:S:1:pos:R:3
S 0.072 1.403 -1.898
O -4.123 1.238 -1.053
O -3.094 4.358 -2.479
C 1.753 0.276 0.035
O 1.124 2.355 3.623
O 0.470 -3.118 1.830
O 6.130 0.043 -0.454
H 1.385 2.345 -0.224
H 0.941 0.152 0.729
O -0.798 0.339 -1.539
H 2.345 -1.076 3.082
C 2.120 -1.013 -0.699
H -1.058 -5.068 2.106
O -4.360 6.928 -1.400
C -0.124 -3.058 0.824
N -0.117 -1.909 0.035
H -0.687 -4.419 5.539
O -0.609 2.652 -1.820
H -2.280 -5.457 0.907
O -3.096 0.665 -3.711
Cl 0.717 1.270 -3.850
H -4.447 0.563 -0.447
H -3.047 1.606 -3.908
H 2.707 -0.795 -1.588
H 5.048 2.371 -1.568
H -0.517 -4.163 4.049
H 1.322 -2.975 -1.042
C 1.547 1.489 -0.866
H 4.839 1.093 -2.361
H -1.004 -1.776 -0.436
H -4.719 1.983 -0.922
O -0.845 -4.105 0.309
H 1.605 2.875 2.970
O -4.617 -3.358 2.131
H 1.426 2.703 4.470
H 6.090 -0.846 -0.086
C 0.945 -1.953 -0.997
H 5.716 0.597 0.216
H 2.602 0.524 0.648
H 0.555 -1.763 -1.987
H -4.581 6.680 -0.497
H -2.410 3.795 -2.093
H 2.408 1.658 -1.512
H -3.016 0.627 -2.748
N -3.853 -3.965 1.499
O 4.377 1.716 -1.789
O 2.387 -0.179 2.733
H -4.161 6.087 -1.834
H -2.635 4.838 -3.178
C -1.667 -4.662 1.307
O -1.017 -4.698 4.679
H 2.795 -1.558 -0.041
O -2.520 -3.684 1.885
H 1.978 0.366 3.420
```

- E (eV) = -63739.50668
- lowest unoccupied orbital energy (eV) = -0.06
- molar mass (u) = 436.817
- SMILES = O=NOCOC(=O)NCCCCS(=O)(=O)Cl.O.O.O.O.O.O.O.O.O



10.
Density functional theory data (the ωB97M-V functional and the def2-TZVPD basis) for 9 unconnected molecules or ions with the total composition C6H29NO8 in a non-equilibrium geometry.

XYZ file:
```
44
Properties=species:S:1:pos:R:3
H -0.936 3.261 0.647
H -1.744 -2.846 3.033
H 1.207 1.465 0.025
O -0.256 -1.145 -1.703
O -1.269 1.408 -3.245
H 3.103 0.416 -1.131
H -2.273 -1.632 0.337
H -3.159 -0.962 1.571
O 2.618 -2.851 0.624
H -0.200 2.826 2.593
O 0.166 2.763 1.884
H -0.092 -1.193 3.311
H -0.930 -1.484 -2.353
C -2.799 -1.877 1.354
H 0.811 1.802 -2.165
O -2.324 0.439 -1.001
C -0.367 -0.104 1.411
H -3.567 -2.600 1.158
H 0.894 2.219 1.478
C -0.928 -0.942 2.566
H 3.324 -0.548 0.410
H -1.901 1.096 -2.466
H 2.802 -1.783 -3.194
H -0.648 -0.379 -1.328
H -3.145 0.786 -1.029
H -1.788 -0.393 3.099
H -0.189 2.685 -1.729
H 3.806 1.151 0.461
H -1.015 0.732 1.031
N 1.736 0.765 0.657
C -1.539 -2.185 2.177
O -1.700 3.369 0.112
O 2.638 -2.523 -2.639
H -2.435 3.810 0.608
H -1.766 1.273 -0.542
H 1.625 -1.108 1.725
H -0.664 0.703 -3.305
O 0.258 1.862 -1.464
H 1.754 -2.202 -2.453
H 1.906 -3.545 0.657
H -1.028 -3.047 1.592
C 0.960 -0.238 1.326
C 3.036 0.411 0.019
H 2.864 -2.835 -0.300
```

- E (eV) = -24557.71379
- lowest unoccupied orbital energy (eV) = 0.22
- molar mass (u) = 243.297
- ΔE to the lowest compared entry with this formula, charge and spin (kcal per mole) = 156.6
- SMILES = CCC/C=C/NC.O.O.O.O.O.O.O.O